55
Properties=species:S:1:pos:R:3 method="wB97M-V/def2-TZVPD" total_charge=-1 homo_lumo_gap_ev=8.97 e_lumo_ev=1.88 relative_energy_kcal_mol=9.0
N 0.02 -0.08 0.14
O 0.22 -0.27 1.33
O 0.47 -0.84 -0.71
O -1.02 0.58 -0.15
O -0.62 0.53 4.11
H -0.29 1.08 3.39
H -0.10 -0.30 4.11
O 1.78 -3.70 -1.38
H 2.68 -3.66 -1.61
H 1.30 -3.16 -1.99
O 3.46 -0.98 0.47
H 3.46 -1.02 -0.48
H 2.86 -0.24 0.70
O -2.36 -1.08 -2.10
H -3.10 -1.35 -1.58
H -1.82 -0.56 -1.48
O 0.48 2.43 2.33
H 0.34 2.85 1.47
H 0.85 3.05 2.97
O -3.94 1.67 -1.05
H -4.68 1.14 -0.80
H -3.33 1.46 -0.41
O 0.20 3.11 -0.44
H -0.13 2.29 -0.79
H -0.51 3.71 -0.54
O 2.90 -0.88 -2.24
H 3.09 0.05 -2.31
H 2.14 -1.01 -1.69
O 2.25 -0.09 3.08
H 1.50 -0.24 2.55
H 2.49 0.82 2.88
O -2.63 2.03 1.31
H -1.79 1.65 0.94
H -2.68 2.83 0.83
O 2.45 1.66 0.83
H 3.26 2.13 0.87
H 1.95 2.12 1.55
O -1.43 -3.00 -0.30
H -0.67 -2.45 -0.25
H -1.07 -3.90 -0.45
O 1.57 -3.04 1.60
H 1.99 -2.97 2.48
H 1.77 -2.21 1.21
O 0.10 0.29 -3.39
H 0.69 0.70 -2.76
H -0.79 0.51 -3.16
O -2.33 -1.17 2.18
H -2.40 -0.51 2.87
H -1.44 -1.06 1.82
O -1.70 2.13 -2.46
H -2.61 2.07 -2.21
H -1.51 3.07 -2.42
O -0.19 -2.32 -3.15
H -1.04 -2.50 -2.69
H -0.07 -1.36 -3.06

---

51
Properties=species:S:1:pos:R:3 method="wB97M-V/def2-TZVPD" homo_lumo_gap_ev=10.15 e_lumo_ev=-0.64 relative_energy_kcal_mol=94.2
O -1.34 -1.90 -2.76
H -0.42 -1.81 -3.06
H -1.69 -2.61 -3.29
O 4.17 0.88 3.48
H 3.96 1.82 3.30
H 4.81 0.76 2.75
O -1.71 0.04 -4.38
H -1.75 -0.09 -3.43
H -2.61 0.21 -4.69
O 0.90 -0.84 2.96
H 1.24 0.05 3.07
H -0.06 -0.79 3.06
O -0.06 -0.61 0.04
H -0.52 -0.82 0.86
H -0.45 -1.25 -0.57
O 2.57 -2.69 1.01
H 1.66 -2.59 0.75
H 2.75 -2.07 1.72
O 1.14 1.90 2.45
H 2.04 2.18 2.68
H 0.59 2.61 2.81
O 1.43 1.67 -0.82
H 0.95 0.82 -0.65
H 1.20 1.57 -1.76
O -4.04 2.54 -3.47
H -3.65 1.93 -2.85
H -3.46 2.86 -4.17
O -0.84 3.03 -1.16
H -1.35 2.79 -0.39
H 0.07 3.08 -1.01
O 3.58 1.37 -4.49
H 3.85 1.78 -3.66
H 3.26 0.48 -4.34
O 3.35 -0.48 -1.75
H 3.02 -0.03 -0.97
H 3.14 -1.41 -1.66
O -3.60 -0.19 3.47
H -4.07 -0.90 3.03
H -3.08 -0.28 4.25
O -1.47 -2.62 4.16
H -0.85 -2.19 4.77
H -1.71 -1.92 3.53
O 3.50 1.33 1.15
H 3.75 2.20 0.93
H 2.53 1.36 1.03
O -2.84 -0.36 0.19
H -2.73 -0.74 1.07
H -3.75 -0.54 -0.08
O -3.69 -3.52 -0.83
H -4.52 -3.04 -0.85
H -3.18 -2.94 -1.42

---

51
Properties=species:S:1:pos:R:3 method="wB97M-V/def2-TZVPD" homo_lumo_gap_ev=10.61 e_lumo_ev=-0.09 relative_energy_kcal_mol=170.1
O 2.44 -1.14 3.06
H 2.21 -0.55 2.20
H 1.87 -0.70 3.54
O -1.63 1.37 1.07
H -1.56 1.67 0.10
H -2.61 1.60 1.29
O 2.63 -2.13 -4.20
H 2.33 -2.94 -4.54
H 3.53 -1.90 -3.87
O -0.83 -1.36 0.05
H -1.39 -0.67 0.14
H -0.24 -1.17 0.82
O 2.00 3.89 0.50
H 1.84 3.89 1.46
H 1.84 4.90 0.27
O -2.14 -0.39 -4.17
H -3.02 0.22 -4.05
H -1.63 -0.16 -4.91
O 1.14 4.06 3.09
H 1.63 3.55 3.79
H 0.29 4.21 3.49
O 4.90 -0.90 0.99
H 4.72 -0.89 1.91
H 4.79 -1.90 0.99
O -1.17 1.06 4.22
H -0.92 0.51 3.47
H -2.04 1.30 4.04
O 1.34 0.81 1.57
H 0.54 0.78 1.38
H 1.83 1.40 1.20
O -1.53 -3.25 -3.79
H -0.83 -3.69 -4.29
H -1.19 -2.48 -3.86
O 0.86 2.00 -0.89
H 1.44 1.25 -1.00
H 1.58 2.69 -0.51
O -2.67 -2.44 1.62
H -2.98 -3.39 1.70
H -2.28 -2.52 0.79
O 2.07 -1.94 -1.41
H 1.82 -1.65 -2.29
H 1.74 -1.27 -0.84
O -1.45 3.00 -4.28
H -1.60 3.70 -3.75
H -0.55 3.00 -4.43
O -3.58 -0.15 -0.86
H -3.84 -1.14 -0.74
H -4.07 0.17 -1.53
O -1.91 -3.71 3.97
H -1.09 -3.16 3.91
H -2.69 -3.40 3.58

---

51
Properties=species:S:1:pos:R:3 method="wB97M-V/def2-TZVPD" homo_lumo_gap_ev=10.21 e_lumo_ev=-0.38 relative_energy_kcal_mol=105.2
O 0.23 -0.47 -3.79
H 0.48 -0.38 -2.85
H 0.91 -1.09 -4.04
O 3.87 -3.09 -0.97
H 3.72 -2.63 -0.15
H 4.43 -2.71 -1.65
O -3.12 1.55 0.68
H -2.61 1.10 -0.01
H -3.93 0.99 0.74
O 1.03 4.69 2.21
H 1.95 4.78 2.51
H 1.08 3.75 2.49
O -1.80 -3.73 1.83
H -0.87 -3.89 2.05
H -1.66 -3.32 0.97
O -0.87 -2.55 -2.95
H -1.24 -1.82 -2.47
H -1.61 -3.09 -3.26
O 0.34 1.84 2.96
H -0.47 2.00 2.46
H 0.21 2.25 3.80
O 1.88 4.22 -0.82
H 1.24 4.29 -1.53
H 2.25 3.34 -0.94
O 2.08 -0.57 1.84
H 2.60 0.23 1.91
H 1.29 -0.28 2.34
O 1.96 0.01 -1.78
H 2.40 0.73 -2.23
H 2.63 -0.16 -1.10
O -4.32 -1.94 2.92
H -3.64 -2.25 2.33
H -4.14 -1.31 3.60
O -4.97 -0.27 0.66
H -5.85 -0.13 0.30
H -4.75 -1.19 0.80
O -1.52 -1.30 0.01
H -0.94 -1.84 -0.55
H -1.98 -0.91 -0.75
O 4.00 0.99 0.81
H 4.35 0.26 1.34
H 3.75 1.57 1.55
O -1.76 0.62 -5.51
H -1.74 -0.01 -4.80
H -1.33 1.46 -5.38
O -2.50 0.49 2.84
H -2.48 -0.46 2.70
H -3.02 0.86 2.12
O 4.56 -0.32 -1.34
H 4.57 0.49 -0.79
H 5.34 -0.82 -1.12

---

56
Properties=species:S:1:pos:R:3 method="wB97M-V/def2-TZVPD" total_charge=+1 homo_lumo_gap_ev=8.94 e_lumo_ev=-3.70 relative_energy_kcal_mol=33.0
N -1.67 -21.86 0.87
H -1.44 -22.71 1.33
H -1.40 -21.09 1.48
H -2.68 -21.85 0.86
H -1.25 -21.67 -0.02
O -2.61 -22.81 3.46
H -2.47 -22.72 4.42
H -2.61 -23.74 3.41
O 0.90 -20.67 2.25
H 0.75 -20.12 1.48
H 1.78 -20.41 2.56
O -2.39 -17.96 0.74
H -2.89 -18.70 1.02
H -2.80 -17.70 -0.06
O -1.33 -19.63 3.90
H -2.28 -19.60 3.79
H -0.98 -18.85 3.42
O -4.47 -23.55 1.28
H -4.71 -22.78 0.66
H -4.79 -23.16 2.09
O -2.70 -25.35 2.49
H -3.13 -25.12 1.66
H -1.79 -25.04 2.39
O -1.06 -24.24 -0.48
H -1.68 -24.85 -0.13
H -1.58 -23.76 -1.13
O -0.20 -24.35 3.09
H 0.64 -24.79 3.00
H -0.04 -23.52 3.53
O -3.85 -19.84 2.04
H -4.59 -20.43 1.95
H -4.26 -19.05 1.82
O 0.37 -18.69 0.46
H 0.81 -17.89 0.79
H -0.57 -18.40 0.67
O -2.14 -19.99 -1.69
H -2.86 -19.44 -1.76
H -1.43 -19.42 -1.88
O 0.05 -22.18 4.63
H 0.98 -22.22 4.88
H -0.14 -21.38 4.12
O 1.13 -20.81 -0.96
H 1.05 -19.83 -0.79
H 1.89 -20.87 -1.56
O -5.12 -21.39 -0.09
H -6.09 -21.42 0.03
H -4.96 -21.39 -1.01
O 1.54 -23.57 -0.07
H 0.63 -23.82 -0.06
H 1.63 -22.63 -0.06
O 0.10 -22.59 -2.79
H 0.46 -22.14 -2.01
H -0.78 -22.33 -2.92
O -2.69 -22.42 -1.91
H -2.78 -22.52 -2.92
H -2.68 -21.50 -1.89